[1]
C23H23N3O6 | wB97M-V/def2-TZVPD

```
! wB97M-V def2-TZVPD RIJCOSX def2/J DEFGRID3
* xyz 0 1
C 5.04 1.75 -1.65
C 4.89 0.70 -0.57
O 5.82 0.14 -0.04
N 3.60 0.45 -0.24
C 3.24 -0.58 0.70
C 2.48 -0.02 1.92
C 1.14 0.49 1.52
C -0.05 -0.19 1.60
N -1.06 0.57 1.07
C -0.54 1.75 0.62
C -1.16 2.82 -0.01
C -0.37 3.90 -0.35
C 0.99 3.92 -0.06
C 1.61 2.86 0.55
C 0.85 1.74 0.89
C 2.39 -1.62 -0.01
O 2.07 -1.56 -1.17
O 2.04 -2.61 0.81
C 1.40 -3.76 0.26
C -0.11 -3.65 0.00
O -0.90 -4.38 0.57
N -0.46 -2.77 -0.95
C -1.80 -2.72 -1.49
C -2.70 -1.73 -0.80
C -3.19 -2.03 0.47
C -4.05 -1.17 1.14
C -4.41 0.00 0.50
C -3.92 0.30 -0.77
C -3.06 -0.54 -1.44
O -4.42 1.51 -1.17
C -5.27 1.94 -0.13
O -5.23 1.00 0.92
H 4.48 2.65 -1.39
H 6.09 1.99 -1.78
H 4.64 1.36 -2.59
H 2.85 0.87 -0.76
H 4.18 -1.05 1.03
H 3.08 0.78 2.35
H 2.37 -0.82 2.66
H -0.25 -1.16 2.01
H -2.02 0.29 1.04
H -2.22 2.81 -0.23
H -0.82 4.75 -0.84
H 1.57 4.79 -0.34
H 2.67 2.88 0.78
H 1.56 -4.56 0.99
H 1.89 -4.03 -0.69
H 0.26 -2.19 -1.37
H -2.23 -3.72 -1.37
H -1.73 -2.48 -2.56
H -2.89 -2.95 0.93
H -4.43 -1.40 2.12
H -2.69 -0.29 -2.42
H -6.30 2.03 -0.51
H -4.93 2.92 0.24
*
```

Values from the calculation:
- largest force on an atom (eV Å⁻¹) = 1.31
- E_LUMO (Eh) = 0.02295
- DFT total energy (hartree) = -1506.0317
- highest occupied orbital energy (eV) = -8.027
- SMILES string = CC(=O)N[C@@H](Cc1c[nH]c2ccccc12)C(=O)OCC(=O)NCc1ccc2c(c1)OCO2
- energy relative to the best compared isomer or geometry (same formula, charge and spin) (kcal per mole) = 0.00



[2]
C11H8ClF3LuN2O3S | wB97M-V/def2-TZVPD

```
! wB97M-V def2-TZVPD RIJCOSX def2/J DEFGRID3
* xyz 3 1
C 4.81 -1.40 -0.04
S 4.34 0.31 -0.12
O 4.73 0.93 1.12
O 4.75 0.93 -1.33
C 2.52 0.36 -0.02
C 1.97 0.25 1.27
C 0.60 0.34 1.35
C -0.25 0.49 0.26
N -1.62 0.54 0.46
C -2.36 0.65 -0.61
C -3.86 0.69 -0.38
O -4.13 0.02 0.85
C -4.49 -1.31 0.72
F -5.72 -1.44 0.28
F -4.36 -1.85 1.92
F -3.65 -1.93 -0.12
C -1.75 0.70 -1.92
Cl -2.79 0.83 -3.25
N -0.47 0.68 -2.13
C 0.30 0.56 -1.02
C 1.71 0.50 -1.13
H 4.07 -2.02 -0.54
H 5.79 -1.46 -0.49
H 4.85 -1.65 1.02
H 2.61 0.12 2.13
H 0.11 0.23 2.33
H -4.42 0.32 -1.23
H -4.13 1.73 -0.20
H 2.15 0.57 -2.12
Lu -1.32 1.30 2.92
*
```

Values from the calculation:
- largest force on an atom (eV Å⁻¹) = 2.96
- E_LUMO (Eh) = -0.57348
- DFT total energy (hartree) = -3151.3875
- highest occupied orbital energy (eV) = -19.222
- energy relative to the best compared isomer or geometry (same formula, charge and spin) (kcal per mole) = 0.00



[3]
C4H12NO | wB97M-V/def2-TZVPD

```
! wB97M-V def2-TZVPD RIJCOSX def2/J DEFGRID3
* xyz 1 1
C -0.13 0.14 -1.35
N -0.57 0.46 0.07
C 0.64 0.34 0.99
C 1.75 0.67 0.02
C 1.35 -0.18 -1.18
H -0.30 1.00 -2.00
H -0.72 -0.69 -1.72
H -0.88 1.43 0.08
H -1.41 -0.06 0.36
H 0.43 1.00 1.83
H 0.66 -0.68 1.37
H 2.75 0.43 0.34
H 1.68 1.74 -0.16
H 1.94 -0.01 -2.07
H 1.42 -1.24 -0.95
H -2.51 -1.77 2.10
H -3.48 -1.36 0.93
O -2.60 -1.21 1.32
*
```

Values from the calculation:
- largest force on an atom (eV Å⁻¹) = 0.83
- E_LUMO (Eh) = -0.11072
- DFT total energy (hartree) = -289.3733
- highest occupied orbital energy (eV) = -16.132
- energy relative to the best compared isomer or geometry (same formula, charge and spin) (kcal per mole) = 0.96



[4]
C27H28NO2 | wB97M-V/def2-TZVPD

```
! wB97M-V def2-TZVPD RIJCOSX def2/J DEFGRID3
* xyz 1 1
C 3.05 5.51 1.49
C 1.80 4.90 0.85
C 2.22 3.48 0.56
C 3.55 3.32 1.04
O 4.09 4.44 1.59
C 4.16 2.06 1.03
C 3.40 0.98 0.62
C 2.09 1.09 0.04
C 1.37 -0.02 -0.48
C 1.93 -1.29 -0.84
C 1.09 -2.45 -1.02
C 1.64 -3.68 -1.35
C 3.05 -3.82 -1.49
O 3.46 -5.11 -1.64
C 2.24 -5.95 -1.68
C 1.03 -5.04 -1.49
C 3.90 -2.71 -1.39
C 3.34 -1.49 -1.10
C 1.50 2.41 0.07
H 3.47 6.32 0.88
H 2.86 5.89 2.49
H 0.96 4.94 1.55
H 1.51 5.45 -0.05
H 5.18 1.96 1.38
H 3.83 -0.01 0.75
H 0.29 0.10 -0.63
H 0.01 -2.39 -0.87
H 2.23 -6.46 -2.65
H 2.31 -6.71 -0.89
H 0.46 -5.32 -0.60
H 0.36 -5.12 -2.36
H 4.97 -2.84 -1.54
H 4.00 -0.63 -1.06
H 0.49 2.58 -0.30
C -4.21 -1.33 3.40
C -3.55 -2.22 2.54
C -3.03 -1.76 1.33
C -3.20 -0.42 0.96
C -2.84 0.03 -0.46
C -4.04 0.37 -1.36
C -3.71 1.70 -2.06
C -2.47 2.26 -1.34
N -1.91 1.16 -0.54
C -3.79 0.49 1.85
C -4.31 0.03 3.07
H -4.65 -1.69 4.34
H -3.46 -3.28 2.81
H -2.51 -2.43 0.64
H -2.33 -0.83 -0.93
H -4.22 -0.42 -2.10
H -4.95 0.50 -0.76
H -3.47 1.53 -3.12
H -4.54 2.41 -1.99
H -1.76 2.60 -2.11
H -2.72 3.15 -0.73
H -1.52 1.47 0.35
H -3.85 1.55 1.58
H -4.81 0.74 3.74
*
```

Values from the calculation:
- largest force on an atom (eV Å⁻¹) = 1.86
- E_LUMO (Eh) = -0.18045
- DFT total energy (hartree) = -1250.6259
- highest occupied orbital energy (eV) = -10.881
- energy relative to the best compared isomer or geometry (same formula, charge and spin) (kcal per mole) = 0.00



[5]
CH2FNO2 | wB97M-V/def2-TZVPD

```
! wB97M-V def2-TZVPD RIJCOSX def2/J DEFGRID3
* xyz 0 1
C -0.78 -0.75 0.05
N 1.31 -0.30 -0.20
O -0.67 -1.88 0.31
O -2.00 -0.07 -0.04
F 1.20 0.62 -1.25
H 1.51 0.35 0.57
H -2.00 0.70 -0.61
*
```

Values from the calculation:
- largest force on an atom (eV Å⁻¹) = 2.92
- E_LUMO (alpha / beta) (Eh) = -0.02985 / -0.02330
- DFT total energy (hartree) = -344.2314
- highest occupied orbital energy (alpha / beta) (eV) = -10.082 / -9.564
- energy relative to the best compared isomer or geometry (same formula, charge and spin) (kcal per mole) = 73.47



[6]
C3H6N2S2 | wB97M-V/def2-TZVPD

```
! wB97M-V def2-TZVPD RIJCOSX def2/J DEFGRID3
* xyz 0 3
C -0.28 1.16 1.11
C -2.41 -0.53 -0.50
C 2.42 0.15 -0.26
N -0.16 2.16 1.69
N 0.01 -0.73 0.01
S -1.27 -1.47 0.58
S 1.59 -1.26 0.49
H -2.69 0.50 -0.20
H -3.34 -0.97 -0.61
H -1.82 -0.36 -1.33
H 1.81 1.05 -0.50
H 3.04 -0.14 -1.10
H 3.10 0.46 0.62
*
```

Values from the calculation:
- <S²> = 2.01
- largest force on an atom (eV Å⁻¹) = 4.10
- E_LUMO (alpha / beta) (Eh) = 0.00430 / -0.16197
- DFT total energy (hartree) = -1023.5215
- highest occupied orbital energy (alpha / beta) (eV) = -7.782 / -7.846
- energy relative to the best compared isomer or geometry (same formula, charge and spin) (kcal per mole) = 92.46